# 1
Molecular formula: C6H7NO2
Method: DFT, ωB97M-V/def2-TZVPD

Its frontier orbital gap is 9.63 eV. Its structure (SMILES) is CC(=O)Nc1ccco1. For the strongest force on any atom, the calculation gives 14.625 eV/Å. The calculation puts the calculated total energy at -11916.724 eV. The calculation puts the HOMO energy at -8.890 eV. The LUMO energy comes out at 0.744 eV.

```
! wB97M-V def2-TZVPD RIJCOSX def2/J DEFGRID3
* xyz 0 1
C -0.910 -1.834 -2.205
C -0.931 -0.696 -1.264
C 0.373 0.267 0.625
C 0.095 0.507 1.936
C 0.707 1.743 2.258
C 1.347 2.139 1.155
H -0.196 -1.543 -3.273
H -2.004 -1.934 -2.521
H -0.602 -2.819 -1.613
H 0.631 -1.442 -0.275
H -0.491 -0.390 2.632
H 0.630 2.221 3.022
H 1.855 3.047 0.934
N 0.028 -0.863 -0.146
O -1.608 0.337 -1.440
O 1.074 1.259 0.176
*
```

# 2
Molecular formula: C4H6O2
Method: DFT, ωB97M-V/def2-TZVPD

Its frontier orbital gap is 9.31 eV. Its structure (SMILES) is O[C@H]1CC=CO1. For the strongest force on any atom, the calculation gives 2.185 eV/Å. The calculation puts the calculated total energy at -8338.185 eV. The calculation puts the HOMO energy at -8.375 eV. The LUMO energy comes out at 0.939 eV.

```
! wB97M-V def2-TZVPD RIJCOSX def2/J DEFGRID3
* xyz 0 1
O 1.329 0.491 -1.678
C 0.838 0.432 -0.438
C -0.562 0.802 -0.041
C -0.741 -0.161 1.110
C -0.180 -1.336 0.806
O 0.582 -1.316 -0.295
H 0.717 -0.057 -2.190
H 1.575 0.870 0.264
H -0.694 1.844 0.268
H -1.246 0.602 -0.887
H -1.195 0.098 2.048
H -0.301 -2.256 1.386
*
```

# 3
Molecular formula: C5H10O
Method: DFT, ωB97M-V/def2-TZVPD

Its frontier orbital gap is 10.25 eV. Its structure (SMILES) is CC1C=C1.[H][H].C=O. For the strongest force on any atom, the calculation gives 0.603 eV/Å. The calculation puts the calculated total energy at -7390.049 eV. The calculation puts the HOMO energy at -9.548 eV. The LUMO energy comes out at 0.700 eV.

```
! wB97M-V def2-TZVPD RIJCOSX def2/J DEFGRID3
* xyz 0 1
C -1.564 -0.693 -0.066
C -1.127 0.568 -0.796
C -0.175 1.578 -0.221
C 0.293 0.862 -1.192
C 1.963 -1.082 0.102
O 1.681 -1.380 1.235
H -1.865 -1.466 -0.783
H -0.775 -1.107 0.570
H -2.432 -0.485 0.571
H -1.912 0.957 -1.454
H -0.044 2.391 0.476
H 0.088 0.812 2.158
H 1.092 0.677 -1.894
H 1.487 -1.573 -0.769
H 2.718 -0.307 -0.134
H 0.571 0.248 2.196
*
```

# 4
Molecular formula: C52H46N4O3P2STl
Method: DFT, ωB97M-V/def2-TZVPD

Its frontier orbital gap (alpha / beta) is 4.79 / 4.80 eV. For the strongest force on any atom, the calculation gives 4.912 eV/Å. The calculation puts the calculated total energy at -100871.699 eV. The calculation puts the HOMO energy (alpha / beta) at -9.739 / -9.740 eV. The LUMO energy (alpha / beta) comes out at -4.945 / -4.943 eV.

```
! wB97M-V def2-TZVPD RIJCOSX def2/J DEFGRID3
* xyz 1 1
Tl -1.882 0.604 -1.513
O -2.313 2.898 -2.644
C -1.619 3.937 -2.609
C -2.187 5.219 -2.289
C -1.461 6.371 -2.334
C -0.105 6.348 -2.715
C 0.499 5.155 -3.009
C -0.196 3.932 -2.941
C 0.505 2.745 -3.248
N 0.035 1.541 -3.327
N 0.704 0.476 -3.438
C 0.117 -0.738 -3.728
O -1.088 -0.931 -3.655
C 1.134 -1.762 -4.021
C 0.849 -3.118 -3.880
C 1.838 -4.054 -4.124
C 3.101 -3.648 -4.527
C 3.381 -2.300 -4.688
C 2.404 -1.362 -4.425
H -3.228 5.233 -1.999
H -1.924 7.316 -2.087
H 0.454 7.268 -2.760
H 1.543 5.135 -3.284
H 1.542 2.892 -3.557
H -0.147 -3.415 -3.591
H 1.632 -5.108 -4.012
H 3.862 -4.385 -4.736
H 4.358 -1.992 -5.027
H 2.604 -0.309 -4.555
O 0.048 -1.406 -1.145
S 0.583 -1.572 0.221
C -0.002 -3.214 0.766
C 0.727 -4.349 1.066
C 0.056 -5.490 1.487
C -1.327 -5.489 1.590
C -2.050 -4.334 1.339
C -1.380 -3.180 0.956
P -2.212 -1.548 0.795
C -3.719 -2.018 -0.117
C -3.459 -2.610 -1.356
C -4.489 -2.851 -2.244
C -5.786 -2.494 -1.911
C -6.051 -1.913 -0.683
C -5.021 -1.659 0.209
C -2.592 -1.270 2.568
C -1.663 -0.468 3.231
C -1.841 -0.130 4.559
C -2.954 -0.596 5.242
C -3.867 -1.415 4.597
C -3.689 -1.757 3.267
C 2.357 -1.780 -0.071
C 2.963 -2.817 -0.753
C 4.338 -2.775 -0.941
C 5.078 -1.706 -0.458
C 4.455 -0.639 0.168
C 3.076 -0.662 0.341
P 2.036 0.683 1.044
C 2.455 0.418 2.812
C 3.098 1.321 3.649
C 3.234 1.035 4.998
C 2.744 -0.150 5.519
C 2.128 -1.069 4.683
C 1.978 -0.783 3.341
C 2.852 2.224 0.513
C 3.537 2.319 -0.695
C 3.927 3.557 -1.173
C 3.632 4.709 -0.464
C 2.916 4.624 0.720
C 2.503 3.393 1.191
H 1.802 -4.352 0.981
H 0.617 -6.378 1.739
H -1.846 -6.387 1.888
H -3.126 -4.318 1.444
H -2.439 -2.862 -1.614
H -4.277 -3.298 -3.204
H -6.593 -2.655 -2.611
H -7.063 -1.637 -0.426
H -5.238 -1.182 1.153
H -0.790 -0.118 2.693
H -1.120 0.502 5.058
H -3.105 -0.327 6.276
H -4.726 -1.789 5.133
H -4.402 -2.407 2.783
H 2.375 -3.628 -1.151
H 4.830 -3.581 -1.464
H 6.150 -1.695 -0.592
H 5.030 0.210 0.513
H 3.496 2.247 3.259
H 3.722 1.750 5.644
H 2.842 -0.360 6.573
H 1.757 -2.003 5.077
H 1.482 -1.498 2.696
H 3.758 1.422 -1.258
H 4.465 3.618 -2.109
H 3.952 5.672 -0.833
H 2.663 5.519 1.268
H 1.911 3.324 2.095
N -0.842 2.471 0.220
C -1.797 2.713 1.302
C -3.218 2.859 0.742
N -3.745 1.571 0.308
H 0.068 2.209 0.595
H -0.724 3.317 -0.331
H -1.543 3.618 1.874
H -1.773 1.851 1.975
H -3.184 3.509 -0.134
H -3.849 3.329 1.508
H -4.546 1.689 -0.301
H -4.009 0.991 1.098
*
```